ORCA calculation (ωB97M-V/def2-TZVPD) on a structure of composition C92H221N13O23 in a non-equilibrium geometry.

XYZ file:
```
349
C92H221N13O23, DFT ωB97M-V/def2-TZVPD
C -0.74 -8.23 -2.80
C -1.58 -7.84 -1.56
C -1.33 -6.47 -0.82
C -2.07 -6.47 0.50
N -1.96 -5.15 1.40
C -2.45 -3.95 0.49
C -2.84 -2.95 1.60
C -3.32 -3.71 2.80
C -2.88 -5.20 2.61
C -0.44 -4.95 1.68
C 0.38 -5.98 2.46
C 1.85 -6.06 2.07
H 0.33 -8.09 -2.61
H -0.82 -7.45 -3.56
H -0.92 -9.27 -3.05
H -1.55 -8.60 -0.78
H -2.59 -7.72 -1.95
H -1.74 -5.74 -1.52
H -0.24 -6.39 -0.74
H -1.74 -7.32 1.09
H -3.13 -6.67 0.32
H -1.65 -3.52 -0.11
H -3.38 -4.28 0.03
H -2.00 -2.26 1.73
H -3.60 -2.30 1.16
H -2.90 -3.32 3.73
H -4.40 -3.71 2.87
H -2.32 -5.60 3.46
H -3.65 -5.86 2.20
H -0.39 -3.99 2.20
H -0.01 -4.74 0.70
H -0.01 -6.96 2.18
H 0.17 -5.88 3.52
H 2.51 -6.78 2.55
H 2.19 -5.04 2.22
H 1.96 -6.25 1.00
C 5.54 0.27 2.53
C 6.81 -0.17 1.77
C 6.96 -1.64 1.84
C 5.91 -2.44 1.05
N 6.38 -3.74 0.40
C 7.51 -3.48 -0.64
C 6.91 -2.81 -1.87
C 5.47 -3.30 -1.86
C 5.32 -4.25 -0.63
C 6.79 -4.78 1.49
C 5.91 -4.80 2.83
C 6.69 -5.64 3.85
H 4.61 -0.06 2.05
H 5.59 1.35 2.61
H 5.53 -0.02 3.58
H 7.66 0.21 2.34
H 7.05 0.27 0.80
H 7.05 -2.05 2.85
H 7.96 -1.92 1.52
H 5.62 -1.81 0.21
H 4.95 -2.55 1.54
H 7.98 -4.43 -0.87
H 8.34 -2.88 -0.27
H 7.63 -3.12 -2.63
H 6.86 -1.72 -1.80
H 5.27 -3.84 -2.78
H 4.73 -2.50 -1.89
H 5.58 -5.20 -1.10
H 4.32 -4.16 -0.21
H 7.81 -4.48 1.74
H 6.74 -5.69 0.90
H 5.08 -5.46 2.59
H 5.59 -3.86 3.28
H 5.97 -6.10 4.54
H 7.35 -5.03 4.47
H 7.14 -6.49 3.33
C 1.49 3.95 2.62
C 3.06 3.74 2.70
C 3.82 4.58 1.65
C 3.98 4.04 0.24
N 4.72 5.02 -0.75
C 4.38 4.55 -2.14
C 4.11 5.76 -2.97
C 4.28 6.94 -2.06
C 4.07 6.40 -0.63
C 6.26 5.01 -0.36
C 7.17 5.78 -1.33
C 8.72 5.52 -1.17
H 0.81 3.61 3.40
H 1.04 3.76 1.64
H 1.28 5.01 2.76
H 3.42 2.72 2.59
H 3.43 3.98 3.70
H 4.83 4.81 2.00
H 3.34 5.56 1.70
H 3.01 3.81 -0.20
H 4.49 3.08 0.18
H 5.29 4.01 -2.39
H 3.45 3.99 -2.04
H 4.74 5.87 -3.86
H 3.12 5.71 -3.42
H 5.24 7.37 -2.33
H 3.58 7.72 -2.35
H 4.48 6.92 0.23
H 3.05 6.11 -0.39
H 6.61 3.98 -0.28
H 6.29 5.41 0.66
H 7.07 6.86 -1.27
H 6.88 5.56 -2.36
H 8.89 4.44 -1.20
H 9.02 6.02 -0.25
H 9.25 6.02 -1.97
C -4.85 0.31 -4.26
C -5.93 0.74 -3.29
C -7.34 0.43 -3.71
C -7.80 -1.09 -3.50
N -9.33 -1.17 -3.45
C -9.88 -0.80 -2.08
C -9.81 -2.17 -1.30
C -9.64 -3.33 -2.27
C -9.71 -2.68 -3.57
C -10.09 -0.45 -4.66
C -9.63 -0.90 -6.16
C -10.64 -0.64 -7.30
H -4.65 0.79 -5.22
H -4.67 -0.76 -4.30
H -4.01 0.64 -3.65
H -5.93 1.83 -3.28
H -5.66 0.42 -2.28
H -7.32 0.50 -4.80
H -8.13 1.00 -3.22
H -7.49 -1.68 -2.64
H -7.38 -1.80 -4.21
H -10.87 -0.35 -2.12
H -9.18 -0.19 -1.51
H -10.72 -2.32 -0.72
H -9.01 -2.28 -0.57
H -10.40 -4.08 -2.07
H -8.72 -3.92 -2.26
H -10.78 -2.74 -3.75
H -9.08 -3.18 -4.31
H -10.01 0.62 -4.48
H -11.14 -0.67 -4.47
H -9.45 -1.97 -6.23
H -8.72 -0.37 -6.42
H -11.61 -1.08 -7.07
H -10.36 -1.26 -8.15
H -10.68 0.40 -7.63
C 1.55 -2.20 -5.95
C 0.83 -3.53 -5.90
C -0.64 -3.51 -6.04
C -1.16 -4.88 -5.72
N -2.64 -5.06 -6.16
C -2.93 -4.91 -7.73
C -4.23 -5.63 -8.01
C -4.19 -6.86 -7.01
C -2.95 -6.60 -6.08
C -3.61 -4.10 -5.34
C -3.36 -3.98 -3.75
C -4.56 -3.36 -3.00
H 1.10 -1.66 -5.11
H 1.34 -1.80 -6.95
H 2.62 -2.31 -5.82
H 1.19 -4.16 -5.08
H 1.28 -4.28 -6.55
H -0.85 -3.22 -7.07
H -0.87 -2.78 -5.27
H -1.11 -5.26 -4.70
H -0.71 -5.62 -6.39
H -2.82 -3.87 -8.05
H -2.09 -5.36 -8.26
H -5.18 -5.12 -7.88
H -4.08 -5.87 -9.06
H -5.14 -6.93 -6.47
H -4.19 -7.86 -7.45
H -2.96 -6.87 -5.03
H -2.11 -7.18 -6.45
H -4.58 -4.51 -5.63
H -3.44 -3.05 -5.60
H -2.48 -3.40 -3.49
H -3.14 -4.94 -3.28
H -4.21 -2.99 -2.03
H -5.28 -4.15 -2.79
H -5.06 -2.57 -3.57
C 4.53 4.15 -6.34
C 4.91 2.82 -5.61
C 4.59 1.58 -6.48
O 4.98 0.40 -5.75
C 5.04 -0.78 -6.62
N 6.34 2.80 -5.23
H 6.89 2.34 -5.95
H 6.74 3.71 -5.05
H 6.49 2.18 -4.45
H 5.09 4.98 -5.91
H 3.49 4.44 -6.24
H 4.65 4.18 -7.42
H 4.39 2.65 -4.66
H 5.09 1.48 -7.45
H 3.54 1.68 -6.72
H 5.62 -1.59 -6.18
H 5.57 -0.55 -7.54
H 4.05 -1.20 -6.75
C -5.17 5.90 5.11
C -4.64 5.02 3.89
C -3.80 3.77 4.44
O -3.39 2.93 3.32
C -2.26 3.48 2.60
N -5.78 4.53 3.01
H -6.42 3.84 3.36
H -6.41 5.21 2.61
H -5.34 4.02 2.26
H -5.85 6.65 4.71
H -4.46 6.49 5.69
H -5.54 5.21 5.88
H -4.12 5.75 3.27
H -4.41 3.21 5.16
H -3.01 4.08 5.12
H -2.08 2.90 1.69
H -1.45 3.74 3.28
H -2.53 4.34 1.98
C -0.69 0.05 -2.23
C 0.59 0.58 -1.58
C 0.67 0.29 -0.07
O -0.41 0.92 0.76
C -0.38 0.61 2.10
N 1.73 -0.03 -2.37
H 1.70 0.16 -3.36
H 2.62 0.35 -2.06
H 1.73 -0.99 -2.07
H -0.73 0.30 -3.29
H -1.64 0.46 -1.91
H -0.74 -1.04 -2.16
H 0.61 1.65 -1.80
H 1.65 0.49 0.35
H 0.63 -0.80 0.01
H 0.51 1.03 2.56
H -0.37 -0.46 2.32
H -1.24 1.07 2.60
C 4.45 1.87 5.48
C 4.81 1.82 6.96
C 4.90 3.26 7.54
O 6.03 4.00 6.98
C 6.35 5.25 7.56
N 3.73 0.95 7.66
H 3.89 -0.04 7.61
H 3.67 1.09 8.66
H 2.83 1.18 7.25
H 3.52 2.37 5.22
H 4.32 0.84 5.14
H 5.33 2.25 4.95
H 5.67 1.24 7.29
H 4.88 3.26 8.63
H 4.08 3.89 7.20
H 7.15 5.73 7.01
H 6.83 5.17 8.54
H 5.47 5.89 7.69
C 1.20 5.16 5.76
C 0.67 6.15 6.81
C 1.60 6.19 8.07
O 1.56 4.89 8.61
C 2.28 4.64 9.83
N 0.50 7.55 6.22
H 0.69 8.20 6.97
H 1.20 7.71 5.51
H -0.43 7.83 5.94
H 0.98 4.18 6.19
H 2.28 5.22 5.69
H 0.73 5.27 4.78
H -0.31 5.82 7.17
H 1.29 6.92 8.82
H 2.65 6.43 7.85
H 2.14 3.73 10.42
H 2.35 5.47 10.52
H 3.32 4.59 9.52
C -6.92 -0.74 0.96
C -6.80 -1.14 2.48
C -5.50 -0.55 3.10
O -5.43 -0.87 4.49
C -4.19 -0.36 5.02
N -8.02 -0.42 3.07
H -8.93 -0.64 2.68
H -8.05 -0.85 3.99
H -7.97 0.58 3.22
H -6.20 -1.29 0.36
H -6.55 0.27 0.84
H -7.95 -0.76 0.59
H -6.93 -2.16 2.85
H -5.44 0.52 2.89
H -4.84 -1.13 2.45
H -4.05 -0.31 6.10
H -4.10 0.67 4.69
H -3.35 -0.94 4.64
C -2.57 4.72 -3.45
C -1.47 5.47 -2.66
C -1.03 4.61 -1.42
O 0.16 5.07 -0.84
C -0.03 6.27 0.00
N -0.36 5.72 -3.67
H -0.72 6.01 -4.56
H 0.28 6.36 -3.22
H 0.14 4.87 -3.89
H -3.44 4.63 -2.81
H -2.32 3.67 -3.61
H -2.84 5.12 -4.43
H -1.80 6.44 -2.28
H -0.79 3.59 -1.70
H -1.90 4.63 -0.75
H 0.11 7.26 -0.41
H 0.71 6.26 0.81
H -0.95 6.12 0.56
C -0.28 -3.60 6.12
C 1.26 -3.61 6.00
C 1.81 -3.76 4.62
O 1.23 -2.86 3.67
C 2.13 -2.06 2.96
N 1.71 -2.25 6.50
H 1.65 -2.06 7.49
H 2.69 -2.31 6.25
H 1.22 -1.50 6.02
H -0.54 -3.36 7.15
H -0.70 -4.57 5.84
H -0.74 -2.83 5.49
H 1.60 -4.34 6.74
H 1.78 -4.78 4.26
H 2.89 -3.59 4.64
H 1.49 -1.86 2.10
H 3.05 -2.46 2.53
H 2.49 -1.19 3.52
O 6.55 0.56 -3.44
C 5.78 0.89 -2.39
O 6.14 1.75 -1.58
O 4.66 0.29 -2.35
H 5.79 0.03 -3.68
O -0.18 -3.94 -2.09
C 1.12 -3.90 -1.97
O 1.50 -5.09 -1.94
O 1.76 -2.85 -1.72
H 0.19 -4.80 -2.31
O -0.44 1.72 5.06
C 0.29 0.94 5.76
O 1.28 1.35 6.47
O -0.16 -0.20 5.75
H -0.88 0.86 5.11
O -4.09 2.34 -0.94
C -4.69 3.16 -0.08
O -5.27 2.51 0.80
O -4.83 4.39 -0.17
H -4.11 1.56 -0.38
O -0.41 2.82 -5.37
C 0.58 2.50 -4.59
O 1.03 1.43 -4.91
O 1.12 3.15 -3.71
H -0.32 1.90 -5.61
```

Its HOMO energy is -20.4 eV. Its charge is +8. The strongest force on any atom is 8.60 eV Å⁻¹. As for the spin multiplicity: 1. The HOMO-LUMO gap is 7.711 eV. As for the energy above the lowest of the compared OMol25 structures with the same formula, charge and spin: 24.3 kcal/mol.

Results of the Löwdin charge analysis, in e, for atoms 1 through 2: -0.07, -0.21